DFT (ωB97M-V/def2-TZVPD) results for 7 unconnected molecules or ions with the total composition C40H97N4O30P6S in a non-equilibrium geometry.

XYZ file:
```
178
C40H97N4O30P6S (ωB97M-V/def2-TZVPD)
C -3.3363 4.1740 -3.2787
C -3.0115 5.6757 -2.8045
C -1.6227 6.1104 -3.4761
C -0.5393 6.2634 -2.3189
C 0.6280 5.1531 -2.3881
C 1.0499 4.8412 -0.8934
N 2.1081 3.8063 -0.6672
C 3.3497 4.2732 -1.3613
C 3.9956 5.6259 -0.8984
N 4.9383 6.1091 -1.6530
C 2.3798 3.7702 0.8188
C 1.1966 3.4520 1.8019
O 1.4190 4.2152 3.0471
N 1.8115 3.3872 4.0742
O 2.7927 3.8770 4.5389
C 3.5805 2.7441 1.1932
C 4.9828 3.4491 1.3875
C 5.9817 2.3193 1.9573
C 5.6910 1.9252 3.4696
O 3.7263 1.6471 0.2757
C 2.4448 1.2504 -0.2491
C 1.7274 2.3966 -1.1356
C 2.0928 2.0699 -2.6475
C 3.5108 1.4300 -2.9348
C 3.4231 -0.1445 -3.2793
S 4.7113 -0.6769 -4.4822
O 6.0466 -0.6567 -3.8103
O 4.3983 -2.0800 -4.8704
O 4.7056 0.2494 -5.8558
C 0.1647 2.0626 -1.0509
C -0.2326 0.5278 -0.9907
C -0.6037 -0.3391 -2.2811
N -0.3720 -0.1536 0.1174
H -2.7378 3.8556 -4.1807
H -4.4263 4.1493 -3.5965
H -3.1076 3.4492 -2.4461
H -2.9800 5.6552 -1.6761
H -3.8671 6.3602 -3.0924
H -1.3086 5.4481 -4.3275
H -1.7941 7.1527 -3.8979
H -0.0283 7.2672 -2.4824
H -0.9685 6.2992 -1.2770
H 1.4626 5.6491 -2.9836
H 0.2917 4.2726 -2.9963
H 1.3570 5.8475 -0.4535
H 0.0607 4.6611 -0.3734
H 3.2146 4.4519 -2.4736
H 4.1915 3.5108 -1.3299
H 3.7118 6.2444 0.0009
H 5.2712 6.9920 -1.2357
H 2.7588 4.7668 1.2155
H 0.1524 3.7192 1.5028
H 1.1473 2.3767 2.1751
H 3.3173 2.2863 2.2051
H 4.9096 4.2754 2.1492
H 5.4664 3.7803 0.4125
H 7.0061 2.8181 1.9404
H 6.0480 1.4268 1.2677
H 6.6906 1.6253 3.9211
H 5.0918 0.9573 3.4502
H 5.1970 2.7332 4.0755
H 1.8404 1.0053 0.6851
H 2.4718 0.2562 -0.7972
H 1.9825 2.9546 -3.3551
H 1.3358 1.3271 -3.0619
H 3.9297 1.9075 -3.8814
H 4.2994 1.5581 -2.1485
H 3.6723 -0.6875 -2.3123
H 2.3806 -0.4257 -3.6308
H 5.1537 1.1015 -5.6812
H -0.4085 2.5695 -0.2300
H -0.2940 2.4424 -2.0237
H -1.2354 0.3182 -2.9637
H 0.3549 -0.5821 -2.8180
H -1.1393 -1.2870 -2.0097
H -0.1788 0.4845 0.9106
C -6.5784 11.3217 0.8519
O -5.5119 11.2080 -0.0753
P -5.5294 10.2214 -1.4752
O -7.0390 10.0187 -1.4027
O -4.7220 9.0333 -0.7013
C -5.2338 8.4818 0.4974
O -5.4867 9.2635 -2.8994
C -5.9028 9.9338 -4.0884
H -6.8468 12.3761 0.9429
H -7.4718 10.7585 0.5995
H -6.2174 10.9805 1.8262
H -6.3225 8.5178 0.5361
H -4.8081 9.0163 1.3486
H -4.9158 7.4399 0.5601
H -5.3736 10.8808 -4.2016
H -6.9790 10.1152 -4.0657
H -5.6700 9.2992 -4.9444
C -2.0338 -0.7022 7.3504
O -2.9100 -0.5037 6.2539
P -2.4691 -0.6472 4.6063
O -1.1413 -1.3576 4.8548
O -2.2836 0.9643 4.4512
C -1.3335 1.6509 5.2353
O -2.2930 -0.7741 2.9063
C -2.5938 -2.0584 2.3687
H -2.4664 -1.4605 8.0060
H -1.0258 -1.0080 7.0866
H -1.9762 0.2349 7.9111
H -0.4783 1.0224 5.4862
H -1.8069 2.0245 6.1447
H -0.9795 2.5090 4.6610
H -3.5695 -2.3969 2.7188
H -1.8283 -2.7811 2.6580
H -2.6163 -1.9869 1.2809
C -6.3273 -8.3060 -0.0619
O -4.9415 -8.0252 0.0296
P -4.2194 -7.0394 1.2285
O -5.4747 -7.0760 2.0954
O -4.2094 -5.7435 0.2388
C -5.4090 -5.2857 -0.3557
O -3.4609 -6.0875 2.4396
C -2.9970 -6.8211 3.5713
H -6.4591 -9.3901 -0.0591
H -6.9410 -7.8822 0.7272
H -6.6898 -7.9252 -1.0208
H -6.2818 -5.4934 0.2638
H -5.5234 -5.7506 -1.3366
H -5.3314 -4.2072 -0.5008
H -2.3872 -7.6688 3.2565
H -3.8411 -7.1770 4.1655
H -2.3855 -6.1600 4.1869
C 3.9867 -3.4524 -0.9829
O 2.6925 -3.1165 -0.5029
P 1.8349 -3.9712 0.7144
O 3.0288 -4.7721 1.2238
O 0.9646 -4.7829 -0.3985
C 1.6076 -5.6111 -1.3511
O 0.7914 -4.5906 1.9275
C 0.9485 -4.0024 3.2179
H 4.6314 -2.5764 -0.8703
H 4.4625 -4.2957 -0.4917
H 3.9067 -3.6759 -2.0507
H 2.5354 -6.0365 -0.9683
H 1.8027 -5.0328 -2.2562
H 0.9304 -6.4254 -1.6111
H 0.9154 -2.9140 3.1518
H 1.8942 -4.3150 3.6655
H 0.1289 -4.3381 3.8541
C -8.9606 -12.4785 4.9872
O -9.8964 -12.2694 3.9449
P -9.5454 -12.3888 2.2721
O -8.2060 -13.1015 2.4342
O -9.3821 -10.7730 2.1376
C -8.4010 -10.0846 2.8911
O -9.4911 -12.4977 0.5601
C -9.8263 -13.7770 0.0270
H -9.3530 -13.2480 5.6556
H -7.9677 -12.7759 4.6633
H -8.8753 -11.5488 5.5568
H -7.5287 -10.7042 3.1006
H -8.8475 -9.7346 3.8236
H -8.0790 -9.2105 2.3244
H -10.7709 -14.1312 0.4416
H -9.0361 -14.4984 0.2449
H -9.9320 -13.6853 -1.0546
C 12.1760 0.2067 -1.2314
O 11.5198 1.2395 -1.9458
P 10.7359 1.0432 -3.4577
O 10.6990 -0.4815 -3.4276
O 12.0285 1.6228 -4.2628
C 13.2841 0.9753 -4.1691
O 9.8405 1.1189 -4.9200
C 8.4375 0.9084 -4.7786
H 11.7442 0.1498 -0.2298
H 12.1208 -0.7772 -1.6876
H 13.2292 0.4824 -1.1291
H 13.1835 -0.0968 -3.9990
H 13.8643 1.4323 -3.3655
H 13.8221 1.1322 -5.1046
H 8.0310 1.5553 -3.9988
H 8.2305 -0.1332 -4.5351
H 7.9518 1.1525 -5.7258
```

Charge: +1
Gap between HOMO and LUMO: 6.1727 eV
Maximum force: 9.65 eV/Å
Total energy: -176977.313 eV
Highest occupied orbital energy: -10.42 eV
2S+1: 1

=====

DFT (ωB97M-V/def2-TZVPD) results for 22 unconnected molecules or ions with the total composition C41H105BBrIN3O23S2 in a non-equilibrium geometry.

XYZ file:
```
177
C41H105BBrIN3O23S2 (ωB97M-V/def2-TZVPD)
C 5.3821 -2.3647 1.0560
O 6.2677 -1.5419 0.2135
B 5.6530 -0.2033 -0.0598
O 5.0825 0.0063 -1.4051
C 5.7066 0.9318 1.1322
N 6.8447 1.9379 0.8682
C 6.7506 2.8663 2.0587
Br 8.0372 4.3890 2.2109
C 5.5260 2.3408 3.0134
I 4.9870 3.2950 4.9080
N 4.8587 1.1297 2.3822
C 3.6758 0.2866 2.8072
C 2.4129 1.1213 3.4335
C 0.9364 0.6829 2.8754
S 0.6841 -1.1565 2.6359
C -0.3511 -1.5273 1.1158
S -0.1055 -3.0622 0.3567
N -1.3997 -0.6307 0.4967
C -2.3945 -0.1319 1.5203
C -3.6313 -1.1785 1.9168
C -4.7939 -0.8586 3.0401
C -4.7458 0.5794 3.8472
C -3.5407 1.6287 3.4429
C -2.3582 1.3046 2.3087
C -0.8101 0.4772 -0.3467
C -1.7433 1.6961 -1.0107
C -1.1594 2.9002 -1.9593
C 0.4597 2.9808 -2.3401
C 1.4128 1.8098 -1.6916
C 0.8123 0.5748 -0.7408
H 5.5154 -2.1034 2.1943
H 4.2817 -2.1808 0.6734
H 5.5928 -3.5195 0.9398
H 4.2583 -0.5679 -1.4955
H 7.5070 1.9648 0.0573
H 4.0966 -0.4993 3.6009
H 3.3516 -0.3460 1.8742
H 2.5533 2.2794 3.1814
H 2.4629 1.0440 4.6032
H 0.1522 1.0220 3.7092
H 0.7055 1.3476 1.9374
H -3.7090 -2.2409 1.3833
H -5.6216 -1.6501 3.2861
H -5.5363 0.8613 4.6916
H -3.5391 2.6690 4.0268
H -1.5073 2.0888 2.0820
H -2.9132 1.7176 -0.7876
H -1.8445 3.7639 -2.4018
H 0.9287 3.8118 -3.0338
H 2.5658 1.8337 -1.9448
H 1.6012 -0.2087 -0.3769
C -2.8048 6.3410 -3.7217
O -1.9996 5.7992 -2.6909
H -3.6220 5.6481 -3.9355
H -3.2179 7.2991 -3.3972
H -2.2015 6.4785 -4.6224
H -1.2837 6.4354 -2.5232
C 5.9673 -2.3767 -3.6293
O 6.2300 -3.1167 -4.8073
H 4.8952 -2.1759 -3.5675
H 6.2780 -2.9566 -2.7568
H 6.5118 -1.4299 -3.6636
H 7.1882 -3.2797 -4.8348
C -4.4803 3.0289 -5.7242
O -4.8702 4.1039 -4.8895
H -4.0566 3.4314 -6.6473
H -3.7269 2.4244 -5.2133
H -5.3534 2.4167 -5.9632
H -5.2421 3.7162 -4.0790
C -2.6760 -0.8246 -5.0288
O -2.6120 0.3521 -4.2442
H -3.6358 -0.8524 -5.5499
H -1.8658 -0.8193 -5.7620
H -2.5899 -1.7006 -4.3811
H -1.7501 0.3491 -3.7940
C 10.4435 -4.8752 -4.5674
O 9.0796 -4.5280 -4.7208
H 11.0500 -3.9686 -4.6293
H 10.5934 -5.3454 -3.5925
H 10.7373 -5.5627 -5.3645
H 8.5665 -5.3518 -4.6615
C -7.6434 6.7043 -5.0461
O -6.2351 6.5802 -4.9692
H -7.8949 7.7301 -5.3256
H -8.0299 6.0175 -5.8030
H -8.0839 6.4758 -4.0724
H -6.0424 5.6604 -4.7196
C -11.3056 4.9558 -6.5980
O -9.8974 4.8317 -6.5212
H -11.5572 5.9816 -6.8775
H -11.6921 4.2690 -7.3550
H -11.7462 4.7273 -5.6244
H -9.7047 3.9119 -6.2715
C -5.6950 0.9853 -9.0081
O -4.6674 0.7019 -8.0763
H -6.6526 1.0145 -8.4830
H -5.5080 1.9557 -9.4744
H -5.7234 0.2024 -9.7700
H -3.8305 0.6825 -8.5709
C -7.9285 2.4518 4.3157
O -6.8322 3.0861 4.9482
H -7.6618 1.4149 4.0978
H -8.7951 2.4707 4.9810
H -8.1612 2.9698 3.3820
H -7.0982 4.0036 5.1291
C -4.4679 -4.4426 -4.7846
O -3.1146 -4.3096 -4.3907
H -4.7946 -3.5116 -5.2536
H -4.5608 -5.2616 -5.5020
H -5.0862 -4.6419 -3.9058
H -2.8529 -5.1503 -3.9782
C -5.3551 6.2871 5.8504
O -5.8912 5.8007 7.0670
H -6.1510 6.7714 5.2798
H -4.5678 7.0144 6.0630
H -4.9495 5.4540 5.2710
H -5.1625 5.3766 7.5513
C 1.9871 -5.4121 3.0827
O 1.2580 -4.5755 3.9618
H 1.8911 -6.4479 3.4167
H 1.5840 -5.3189 2.0713
H 3.0411 -5.1240 3.0943
H 1.3617 -3.6637 3.6404
C -4.4421 2.6626 7.9687
O -5.4717 1.7709 7.5825
H -3.7912 2.1628 8.6900
H -3.8577 2.9482 7.0907
H -4.8816 3.5497 8.4314
H -6.0326 2.2418 6.9429
C 7.4925 -6.5190 1.3367
O 7.4130 -5.1142 1.1805
H 6.9675 -6.8051 2.2511
H 7.0223 -7.0090 0.4807
H 8.5406 -6.8194 1.4117
H 7.8872 -4.8903 0.3617
C 11.8190 -8.0361 -3.6144
O 10.4550 -7.6889 -3.7677
H 12.4255 -7.1295 -3.6762
H 11.9688 -8.5062 -2.6394
H 12.1128 -8.7236 -4.4114
H 9.9419 -8.5127 -3.7084
C -2.8573 -2.2139 5.5599
O -2.5946 -2.9539 4.3819
H -3.9294 -2.0131 5.6217
H -2.5466 -2.7937 6.4325
H -2.3128 -1.2671 5.5256
H -1.6364 -3.1169 4.3544
C 13.6427 -3.7262 -3.3972
O 13.9054 -4.4662 -4.5752
H 12.5706 -3.5254 -3.3355
H 13.9534 -4.3060 -2.5247
H 14.1872 -2.7793 -3.4315
H 14.8636 -4.6292 -4.6027
C 8.1579 0.8836 5.7575
O 7.1283 -0.0081 5.3713
H 8.8088 0.3838 6.4788
H 8.7423 1.1692 4.8795
H 7.7184 1.7707 6.2202
H 6.5674 0.4628 4.7317
C -5.3679 0.0269 10.1678
O -4.0146 0.1600 10.5616
H -5.6946 0.9580 9.6988
H -5.4608 -0.7921 9.4504
H -5.9862 -0.1724 11.0466
H -3.7529 -0.6807 10.9742
C -10.3285 3.7319 1.4457
O -9.2322 4.3662 2.0782
H -10.0618 2.6951 1.2279
H -11.1951 3.7509 2.1111
H -10.5612 4.2499 0.5120
H -9.4982 5.2838 2.2591
C 3.1064 -4.6701 -2.2057
O 2.0516 -5.6117 -2.1336
H 4.0518 -5.2042 -2.3268
H 2.9501 -4.0115 -3.0635
H 3.1368 -4.0843 -1.2837
H 1.2264 -5.1088 -2.0263
```

Charge: +1
Gap between HOMO and LUMO: 5.6042 eV
Maximum force: 8.13 eV/Å
Total energy: -196233.873 eV
Highest occupied orbital energy: -9.67 eV
2S+1: 1